1.
This record from the OMol25 dataset describes a structure of composition C9H25N3O7Y in a non-equilibrium geometry. The level of theory is ωB97M-V/def2-TZVPD.

The geometry in XYZ format:
```
45
Properties=species:S:1:pos:R:3:forces:R:3:mulliken_charge:R:1
Y -3.3944 3.3359 -23.1955 -0.4 3.5 -0.9 1.93
O -2.4038 5.3914 -23.1528 -0.4 -0.8 -0.3 -0.87
H -1.7291 5.8622 -22.6799 0.3 0.0 0.3 0.09
O -4.7076 4.5280 -24.5502 0.3 -0.3 0.0 -0.88
H -5.6131 4.3198 -24.7590 -0.3 -0.1 -0.1 0.11
O -4.4696 3.7231 -21.3067 0.3 -0.4 0.0 -0.93
H -5.0849 3.5475 -20.6090 -0.4 0.0 0.3 0.07
O -2.0504 2.3465 -24.6345 -0.2 -0.8 0.7 -0.81
H -1.7540 2.2864 -25.5290 0.1 0.1 -0.6 0.04
C -6.4324 1.4170 -24.0605 0.0 0.2 -0.5 -0.11
O -5.4684 2.0426 -23.7163 0.0 -0.4 0.3 -0.47
N -7.4633 1.0289 -23.2703 -0.8 -0.2 -0.4 0.32
C -8.6691 0.5126 -23.9196 0.7 -0.2 0.8 -1.04
C -7.5415 1.4235 -21.8878 0.8 -0.2 0.6 -0.78
H -6.5624 1.1163 -25.1151 -0.1 -0.1 0.0 0.39
H -9.3269 1.3211 -24.2357 -0.1 -0.1 -0.2 0.31
H -9.1799 -0.1279 -23.1987 -0.2 0.1 0.0 0.31
H -8.3602 -0.1395 -24.7337 -0.2 0.2 -0.3 0.37
H -7.8129 0.5639 -21.2651 -0.3 0.0 -0.1 0.37
H -6.5354 1.7013 -21.5604 -0.1 0.3 -0.2 0.00
H -8.2159 2.2577 -21.6924 -0.1 0.0 -0.1 0.36
C -2.9467 0.1094 -22.8084 1.7 -0.1 0.1 0.36
O -3.4603 1.0822 -22.2927 -0.4 -0.8 0.2 -0.65
N -3.5039 -1.0963 -22.9649 -1.3 -0.3 0.5 0.28
C -2.8453 -2.2770 -23.4890 -0.3 0.2 0.5 -0.96
C -4.8675 -1.2943 -22.4770 0.2 0.0 -0.5 -0.76
H -1.8887 0.0884 -23.1111 -0.1 0.4 -0.3 0.21
H -1.7719 -2.2659 -23.3134 0.0 0.2 -0.1 0.35
H -3.0644 -2.4279 -24.5457 0.1 0.0 -0.1 0.29
H -3.2648 -3.1083 -22.9192 0.2 -0.2 -0.2 0.34
H -5.3157 -0.3270 -22.2813 0.0 0.1 0.0 -0.05
H -5.4462 -1.8100 -23.2460 -0.1 0.0 0.0 0.39
H -4.8809 -1.8911 -21.5627 0.1 -0.1 0.0 0.36
C -0.6156 2.6917 -21.1265 -1.2 -0.5 1.2 0.08
O -1.5838 3.0260 -21.7568 1.2 0.0 -0.2 -0.52
N -0.7722 2.1374 -19.8831 1.1 0.5 0.1 0.22
C 0.3595 1.8863 -18.9964 -0.4 0.5 -0.8 -0.95
C -2.0631 2.0365 -19.2547 -0.5 -0.5 0.5 -0.74
H 0.4352 2.7459 -21.4332 0.1 0.2 -0.3 0.35
H 1.3098 2.1074 -19.4870 -0.1 -0.4 -0.3 0.29
H 0.2849 0.8387 -18.7037 0.4 0.1 0.5 0.30
H 0.3529 2.5980 -18.1650 -0.3 -0.4 0.3 0.32
H -2.1332 2.6400 -18.3416 0.2 0.2 -0.1 0.35
H -2.8930 2.3252 -19.8996 0.2 0.1 -0.3 0.06
H -2.1887 0.9992 -18.9105 -0.2 0.0 -0.2 0.31
```
Positions in Å, forces in eV/Å.

Calculated values
ΔE to the lowest compared entry with this formula, charge and spin: 0.0 kJ/mol
Total charge: -1
Frontier orbital gap: 5.43 eV

2.
This record from the OMol25 dataset describes a cluster of 2 separate species, C9H26BF2N2O4SSi2 in total in a non-equilibrium geometry. The level of theory is ωB97M-V/def2-TZVPD.

The geometry in XYZ format:
```
47
Properties=species:S:1:pos:R:3:forces:R:3:nbo_charge:R:1
C 1.7251 6.5879 -3.5975 0.9 -0.3 0.7 -0.64
C 1.4271 5.0337 -3.0634 1.0 0.4 -0.3 -0.44
C 2.6035 4.7064 -1.9476 0.6 1.8 -1.5 0.33
F 2.3711 5.5926 -0.7736 0.5 -2.3 -2.2 -0.38
N 2.7473 3.2389 -1.6094 1.8 1.7 0.5 -0.93
B 1.6503 2.7313 -0.6926 -3.1 -3.4 2.5 1.36
O 0.7416 1.6809 -1.2696 3.4 1.3 1.6 -0.95
O 1.4068 3.1366 0.7056 2.2 -1.7 -2.5 -0.94
S 4.3495 2.8165 -1.0602 4.1 0.6 6.8 2.25
O 4.3046 1.9284 0.2439 -1.0 2.4 -6.0 -0.82
O 5.2671 4.0155 -0.7205 -3.6 -3.8 -3.0 -0.81
F 5.2000 1.8785 -2.2637 -2.5 2.1 2.0 -0.46
H 2.6285 6.4751 -4.3579 -2.1 0.5 1.3 0.21
H 2.1450 7.2814 -2.7218 -1.2 -1.6 -1.8 0.23
H 0.7823 7.1021 -4.0634 1.9 -1.2 0.8 0.23
H 0.3351 4.8839 -2.6692 2.2 0.2 -0.7 0.24
H 1.6680 4.3428 -3.9948 -0.8 1.2 2.1 0.23
H 3.6217 5.0743 -2.4478 -2.2 -0.8 1.4 0.22
H 1.1383 0.7758 -1.0297 -1.1 1.7 -0.4 0.53
H 2.0099 2.5930 1.3229 -1.3 1.2 -1.4 0.53
C -0.9150 -5.0125 -1.1839 -0.1 -0.1 0.0 -1.11
Si -1.6683 -4.2193 0.3606 1.6 3.0 0.0 1.81
C -1.2711 -5.3736 1.7848 -0.2 -0.7 0.0 -1.14
C -3.5240 -4.2000 0.0850 -0.4 -0.6 -0.1 -1.14
N -1.0034 -2.6196 0.5879 -1.3 -0.7 1.3 -1.72
Si -1.5164 -1.6446 1.9417 1.3 -1.6 -2.7 1.81
C -1.1007 -2.4242 3.5966 -0.2 0.3 0.6 -1.14
C -3.3491 -1.2487 1.8934 -0.3 0.3 0.5 -1.14
C -0.6166 0.0204 1.9076 -0.1 0.0 0.1 -1.12
H -1.3316 -6.0108 -1.3281 0.0 -0.2 -0.1 0.20
H -1.1392 -4.4192 -2.0757 0.1 0.0 0.1 0.22
H 0.1695 -5.1069 -1.0854 0.0 0.1 0.0 0.22
H -1.5374 -6.4025 1.5184 0.0 -0.1 0.1 0.20
H -1.8342 -5.1202 2.6832 0.0 0.0 0.0 0.22
H -0.2037 -5.3528 2.0191 -0.1 0.1 0.0 0.23
H -3.7962 -3.4848 -0.6965 0.1 0.0 0.1 0.23
H -4.0691 -3.9502 0.9964 0.0 0.1 0.0 0.22
H -3.8660 -5.1918 -0.2314 -0.1 0.0 -0.1 0.20
H -1.7270 -3.2921 3.8072 0.0 0.0 0.0 0.22
H -1.2702 -1.7028 4.4037 0.0 0.0 0.1 0.20
H -0.0511 -2.7293 3.6330 -0.1 0.0 -0.1 0.23
H -3.6382 -0.8542 0.9156 0.1 -0.1 0.0 0.23
H -3.5875 -0.4899 2.6457 -0.1 0.1 0.0 0.20
H -3.9627 -2.1240 2.1169 0.0 0.0 -0.1 0.22
H -0.8410 0.5635 0.9833 0.0 -0.1 0.1 0.23
H 0.4666 -0.1198 1.9787 0.0 0.0 0.0 0.21
H -0.9396 0.6341 2.7523 0.1 0.2 0.0 0.20
```
Positions in Å, forces in eV/Å.

Calculated values
Total charge: -1
Frontier orbital gap: 3.30 eV

3.
This record from the OMol25 dataset describes a structure of composition C9H26CoO8 in a non-equilibrium geometry. The level of theory is ωB97M-V/def2-TZVPD.

The geometry in XYZ format:
```
44
Properties=species:S:1:pos:R:3:forces:R:3:mulliken_spin:R:1
Co 2.9968 -1.7945 1.8278 -2.9 1.8 -1.0 2.47
C 0.9387 -0.5923 0.9413 -0.5 1.0 -1.6 -0.03
O 1.9972 -0.0348 1.3438 3.8 1.9 1.6 0.29
O 1.0352 -1.8146 1.2176 0.2 -4.5 0.9 0.23
O 0.0726 -0.0435 0.2690 -0.1 -0.3 0.7 0.03
C -0.4247 -4.3596 -2.6725 0.0 0.8 -0.2 0.00
C 0.4497 -3.9839 -1.4614 -0.8 -0.8 0.6 0.00
O -0.3842 -3.5860 -0.3585 0.2 -0.4 -0.7 0.01
H -1.4559 -4.0326 -2.5395 0.0 0.0 0.4 0.00
H -0.4592 -5.4317 -2.8662 0.2 0.1 0.1 0.00
H -0.1079 -3.8348 -3.5738 0.2 -0.2 -0.1 0.00
H 1.2303 -3.2360 -1.6011 -0.2 0.3 -0.6 0.00
H 0.9686 -4.9037 -1.1916 0.3 -0.1 0.3 0.00
H 0.0998 -2.9139 0.1270 -0.1 0.1 0.2 0.00
C 1.0500 2.9930 5.6561 -1.6 2.6 0.0 0.00
C 1.2814 1.9883 4.5961 -0.2 -1.2 0.1 0.00
O 0.3290 2.0001 3.4998 0.9 0.3 1.3 0.00
H 0.1261 2.8746 6.2222 0.1 -0.9 0.3 0.00
H 0.7668 3.9428 5.2027 0.6 0.4 -0.4 0.00
H 1.8677 3.2099 6.3435 0.1 -0.5 -0.2 0.00
H 1.1725 1.0701 5.1732 0.2 -0.8 -0.5 0.00
H 2.3136 2.0763 4.2571 0.0 0.0 -0.4 0.00
H 0.7406 1.4500 2.8293 -0.1 0.1 -0.3 0.00
C 0.6598 0.8922 -4.5829 -0.9 0.0 0.7 0.00
C -0.0250 0.7057 -3.2172 -0.9 0.6 -0.2 0.00
O 0.8391 0.1205 -2.3212 1.8 -1.0 0.2 0.00
H 1.5561 1.4996 -4.4564 0.0 -0.1 -0.1 0.00
H -0.0465 1.4186 -5.2248 0.1 0.1 -0.1 0.00
H 0.8903 -0.0579 -5.0648 0.1 0.0 0.2 0.00
H -0.9576 0.1416 -3.2321 -0.2 -0.5 -0.7 0.00
H -0.3823 1.6495 -2.8052 0.3 0.7 -0.2 0.00
H 0.4814 0.0348 -1.4345 -0.4 0.2 -0.1 0.00
C -2.9858 -1.0178 -0.2056 -0.6 -0.2 -0.3 0.00
O -2.5693 0.1525 0.4615 -0.6 -0.2 -0.1 0.00
H -2.8918 -1.9155 0.4055 0.3 -0.1 0.0 0.00
H -4.0408 -0.9670 -0.4749 -0.2 0.4 0.2 0.00
H -2.4888 -1.1582 -1.1654 0.4 -0.1 0.0 0.00
H -1.6121 0.0839 0.4856 0.2 0.2 0.1 0.00
C -0.8183 3.1408 -0.1474 1.7 -0.1 1.2 0.00
O 0.5452 2.6651 -0.0835 0.1 0.6 -0.5 0.00
H -1.3717 2.5335 -0.8637 -0.5 0.4 0.2 0.00
H -1.1272 3.0930 0.8968 -1.1 -0.3 -0.2 0.00
H -0.7564 4.2111 -0.3444 -0.2 -0.2 -0.6 0.00
H 0.4972 1.7311 0.1329 0.0 -0.1 -0.1 0.01
```
Positions in Å, forces in eV/Å.

Calculated values
ΔE to the lowest compared entry with this formula, charge and spin: 121.3 kJ/mol
⟨S²⟩: 3.76
Multiplicity: 4
Frontier orbital gap (alpha / beta): 5.17 / 5.15 eV

4.
This record from the OMol25 dataset describes a cluster of 3 separate species, C9H26FO4PS in total. The level of theory is ωB97M-V/def2-TZVPD.

The geometry in XYZ format:
```
42
Properties=species:S:1:pos:R:3:forces:R:3:nbo_charge:R:1
C 0.7311 -0.3840 -2.1459 0.0 0.0 0.1 -0.88
S -0.5135 0.8982 -2.1861 0.0 -0.1 0.0 1.77
O -0.3693 1.6860 -0.9698 0.0 0.1 -0.1 -0.98
O -0.4232 1.5424 -3.4880 0.0 0.0 0.1 -0.97
P -2.5352 -0.0550 -2.1015 -0.1 0.1 0.1 0.87
F -4.0395 -0.6878 -2.0567 0.0 0.0 0.0 -0.62
H 1.0161 -0.5840 -1.1173 0.0 0.0 0.0 0.26
H 1.5831 -0.0121 -2.7119 0.0 0.0 0.0 0.26
H 0.3534 -1.2917 -2.6165 0.0 0.0 -0.1 0.23
H -2.3982 -0.1260 -0.7095 0.0 -0.1 0.0 0.03
H -2.9707 1.1382 -2.6897 0.0 0.0 0.0 0.02
H -2.0769 -1.0668 -2.9538 0.0 0.0 0.0 -0.01
C -3.5219 1.4262 3.7202 0.0 0.0 0.0 -0.64
C -2.9204 0.8668 2.4432 0.0 0.0 0.0 -0.07
O -3.8627 0.6746 1.3988 0.0 0.0 0.0 -0.55
C -4.5408 1.8439 0.9589 0.0 0.0 0.0 -0.07
C -3.6017 2.9095 0.4262 0.1 0.0 -0.1 -0.65
H -4.3654 0.8163 4.0461 0.0 0.0 0.0 0.21
H -2.7685 1.4244 4.5093 0.0 0.0 0.0 0.22
H -3.8655 2.4539 3.5971 0.0 0.0 0.0 0.20
H -2.5116 -0.1270 2.6292 0.0 0.0 0.0 0.18
H -2.0928 1.4990 2.1027 0.0 0.0 0.0 0.17
H -5.1792 2.2483 1.7521 0.0 0.0 0.0 0.16
H -5.1993 1.4896 0.1649 0.0 0.0 0.0 0.19
H -2.9821 3.3555 1.2048 -0.1 0.0 0.0 0.21
H -4.1572 3.7160 -0.0536 -0.1 0.0 0.0 0.22
H -2.9215 2.4681 -0.3043 0.0 0.1 0.0 0.21
C 4.3176 -0.4587 1.0296 0.0 0.0 0.0 -0.65
C 3.4563 -1.6559 0.6691 0.0 0.0 0.0 -0.06
O 3.2778 -1.8389 -0.7273 0.0 0.0 0.0 -0.55
C 4.4622 -2.0645 -1.4757 0.0 0.0 0.0 -0.06
C 5.2211 -3.3150 -1.0684 0.0 0.0 0.0 -0.65
H 3.9362 0.4452 0.5528 0.0 0.0 0.0 0.22
H 4.3011 -0.3103 2.1102 0.0 0.0 0.0 0.22
H 5.3581 -0.5946 0.7327 0.0 0.0 0.0 0.20
H 2.4473 -1.5181 1.0601 0.0 0.0 0.0 0.18
H 3.8568 -2.5669 1.1273 0.0 0.0 0.0 0.16
H 5.1191 -1.1891 -1.4275 0.0 0.0 0.0 0.16
H 4.1222 -2.1548 -2.5078 0.0 0.0 0.0 0.19
H 5.6532 -3.2283 -0.0709 0.0 0.0 0.0 0.20
H 6.0408 -3.4878 -1.7672 0.0 0.0 0.0 0.22
H 4.5636 -4.1851 -1.0858 0.0 0.0 0.0 0.21
```
Positions in Å, forces in eV/Å.

Calculated values
Frontier orbital gap: 9.89 eV

5.
This record from the OMol25 dataset describes a structure of composition C9H26FeN2O7 in a non-equilibrium geometry. The level of theory is ωB97M-V/def2-TZVPD.

The geometry in XYZ format:
```
45
Properties=species:S:1:pos:R:3:forces:R:3:mulliken_spin:R:1
O 0.2455 3.6293 0.1980 0.4 -0.8 -0.8 0.01
H 0.2498 4.4848 0.6099 -0.1 0.6 0.2 0.00
Fe -1.0844 0.3965 -0.6701 1.2 -1.2 -0.2 3.17
N -1.3162 -0.0934 -2.5253 -1.1 0.7 -0.4 0.31
N 0.5431 -0.8764 -1.2125 -0.3 0.3 0.5 0.17
O -2.3525 0.5361 -3.3135 -0.2 0.7 0.8 0.01
O 1.7318 -1.2125 -0.5235 0.7 0.1 1.1 0.03
C -0.6318 -1.0246 -3.1815 1.4 -0.6 0.4 0.07
C 0.4952 -1.4668 -2.4203 -1.4 0.0 -1.2 0.18
C -1.0527 -1.5059 -4.5302 0.1 -0.3 -0.5 -0.01
C 1.4556 -2.5243 -2.9041 0.2 -0.3 -0.3 -0.02
H -1.9370 -0.9358 -4.8540 0.4 -0.3 0.0 0.00
H -1.3249 -2.5811 -4.5201 0.1 0.4 0.0 0.00
H -0.2476 -1.3749 -5.2807 -0.4 -0.1 0.3 0.00
H 2.0776 -2.9098 -2.0741 -0.4 0.2 -0.5 0.00
H 2.1441 -2.1212 -3.6843 -0.4 -0.3 0.5 0.02
H 0.9110 -3.3854 -3.3651 0.3 0.6 0.3 0.01
H -2.6152 1.2717 -2.7007 0.3 -1.2 -0.8 0.00
H 1.5942 -0.8006 0.3520 -0.1 -0.2 -0.8 0.01
O -1.1022 -2.1990 0.8502 -0.1 -1.0 -0.1 0.00
H -1.4132 -3.1152 1.0003 0.2 0.8 -0.1 0.01
H -0.6020 -2.2448 0.0079 -0.1 0.4 0.2 0.00
C 1.5788 3.0100 -0.1017 0.7 2.0 1.9 0.01
H 2.2089 3.7199 -0.7155 -1.1 -1.1 0.3 0.00
H 1.3055 2.0527 -0.4729 0.1 -0.8 -0.8 -0.01
H 2.0766 2.9151 0.9065 -0.5 -0.1 -1.1 0.00
O -1.6948 2.2407 -0.9392 0.8 3.8 0.1 0.03
H -0.6859 3.1631 -0.2417 -1.0 -1.3 -1.0 -0.01
H -1.8389 2.7607 -1.7742 0.4 -0.9 1.2 0.00
C -2.8868 0.7045 1.4869 0.6 0.3 0.4 0.00
O -1.4263 0.7108 1.3920 -0.7 0.2 1.1 -0.04
C -0.7648 1.4556 2.4388 -0.4 1.6 -1.9 0.01
C 0.3219 0.7000 3.0930 0.2 -0.5 0.0 0.00
O 1.1388 0.1067 2.1092 0.5 -0.6 0.4 0.01
C 1.8115 -1.0594 2.6331 -0.1 0.0 0.1 0.00
H -3.2545 1.7406 1.4765 0.1 -0.3 -0.1 0.00
H -3.2060 0.2129 2.4170 0.2 0.0 -0.2 -0.01
H -3.2835 0.1622 0.6203 0.3 0.1 0.2 0.02
H -0.2917 2.3675 2.0008 -0.5 -0.6 -0.1 0.00
H -1.5080 1.8490 3.1219 -0.1 -0.2 0.5 0.00
H -0.1356 -0.0266 3.7508 0.1 -0.6 0.2 0.00
H 0.9527 1.3836 3.6689 -0.2 0.1 0.4 0.00
H 2.8508 -1.0715 2.2629 -0.5 0.0 0.1 0.00
H 1.8255 -1.0181 3.7358 0.1 -0.1 -0.4 0.00
H 1.2654 -1.9673 2.3106 0.3 0.4 0.1 0.00
```
Positions in Å, forces in eV/Å.

Calculated values
ΔE to the lowest compared entry with this formula, charge and spin: 81.2 kJ/mol
⟨S²⟩: 6.06
Multiplicity: 5
Frontier orbital gap (alpha / beta): 3.38 / 3.79 eV

6.
This record from the OMol25 dataset describes a structure of composition C9H26N2O7Zn in a non-equilibrium geometry. The level of theory is ωB97M-V/def2-TZVPD.

The geometry in XYZ format:
```
45
Properties=species:S:1:pos:R:3:forces:R:3:nbo_charge:R:1
O -0.3533 4.5091 1.6000 0.7 -0.5 -0.6 -1.32
H 0.5503 4.3292 1.2567 -0.7 0.5 0.3 0.38
Zn 0.1763 0.1944 -0.0325 0.0 0.2 1.1 1.61
N -0.8637 -0.4867 -1.5838 -0.2 -1.0 -2.3 -0.27
N 1.3397 -1.5220 -0.7603 0.7 -0.7 -2.8 -0.25
O -2.1067 0.0723 -1.9688 1.3 -0.6 0.2 -0.53
O 2.6739 -1.8635 -0.4437 -1.1 0.2 0.0 -0.54
C -0.2585 -1.3014 -2.4662 -3.3 2.3 1.9 0.20
C 0.9936 -1.8386 -2.0292 1.9 0.1 3.7 0.22
C -0.8942 -1.6636 -3.7512 0.0 -0.2 -0.8 -0.69
C 1.7975 -2.7433 -2.8804 0.5 -0.3 -0.8 -0.69
H -1.6819 -0.9278 -4.0210 0.6 -0.6 0.2 0.27
H -1.3441 -2.6814 -3.6688 0.2 0.7 -0.1 0.25
H -0.1040 -1.7103 -4.5308 -0.7 0.0 0.3 0.24
H 2.5497 -3.2842 -2.2669 -0.6 0.4 -0.6 0.27
H 2.3142 -2.1708 -3.6909 -0.3 -0.5 0.6 0.26
H 1.1047 -3.4613 -3.3825 0.6 0.4 0.4 0.24
H -2.2571 0.8394 -1.3698 0.2 -0.6 -0.1 0.51
H 2.8572 -1.4227 0.4143 -0.4 -0.2 -0.6 0.50
O -0.7528 -2.2460 0.9803 0.3 0.3 -0.7 -0.94
H -1.3710 -1.5951 0.5972 0.2 -0.7 0.3 0.46
H 0.0366 -2.2003 0.3826 -1.0 -0.3 0.7 0.47
C 1.4986 1.5267 -0.5483 -0.4 -0.4 -0.4 -1.32
H 1.2311 2.5877 -0.3750 0.4 -0.7 -0.5 0.25
H 1.3562 1.0761 -1.5570 1.3 1.3 0.0 0.18
H 2.3390 1.1259 0.0422 0.0 0.6 -0.7 0.21
O -2.6669 3.3943 -0.9569 1.5 -1.1 -0.5 -0.97
H -2.3251 4.0284 -0.3013 0.2 -0.1 0.1 0.52
H -1.8330 2.9284 -1.2603 -1.3 1.2 0.6 0.45
C 1.3987 -1.0845 2.8321 -0.3 0.7 -0.2 -0.24
O 1.0542 0.0072 1.9426 0.1 -0.5 1.0 -0.64
C 0.5976 1.2302 2.6053 -0.3 -0.2 -0.6 -0.11
C -0.5999 1.8240 1.8079 0.3 0.6 0.1 -0.15
O -1.4373 0.8136 1.1935 -0.5 -1.0 0.9 -0.65
C -2.2752 0.1280 2.1825 0.5 0.2 -0.5 -0.26
H 1.5968 -1.9520 2.2084 -0.1 -0.1 0.0 0.18
H 0.5497 -1.3096 3.4896 0.2 0.0 -0.1 0.19
H 2.2961 -0.8533 3.4265 -0.3 0.1 -0.2 0.19
H 0.2775 0.9852 3.6257 0.3 0.0 -0.1 0.18
H 1.4370 1.9426 2.5806 -0.5 -0.1 0.3 0.23
H -1.2067 2.4362 2.4820 0.2 0.1 -0.4 0.25
H -0.2586 2.4322 0.9520 -0.4 0.0 1.1 0.28
H -3.0326 -0.4448 1.6254 0.2 0.3 0.3 0.20
H -1.6755 -0.5569 2.8091 -0.2 0.3 -0.3 0.19
H -2.7280 0.9089 2.8090 -0.1 -0.3 -0.2 0.21
```
Positions in Å, forces in eV/Å.

Calculated values
Frontier orbital gap: 3.56 eV

Number 5 is which compound? C9H26FeN2O7